Entry 1:
{"formula": "CH4OS2", "method": "ωB97M-V/def2-TZVPD", "elements": ["S", "S", "O", "C", "H", "H", "H", "H"], "positions_angstrom": [[1.343, 0.431, -2.794], [2.033, 1.969, -1.579], [-0.893, -0.546, 2.807], [-1.484, -1.433, 2.249], [0.965, 2.034, -0.780], [1.515, 1.165, -3.901], [-1.006, -2.413, 2.167], [-2.472, -1.208, 1.831]], "atomic_forces_ev_per_a": [[0.3, 0.2, 0.0], [0.2, -0.2, 0.2], [0.1, 0.0, 0.1], [0.5, 0.9, 0.4], [-0.2, 0.1, 0.0], [-0.3, -0.1, -0.2], [-0.3, -0.4, -0.2], [-0.2, -0.5, -0.2]], "mulliken_charge": [-0.170, -0.169, -0.375, -0.084, 0.168, 0.170, 0.231, 0.228], "relative_energy_ev": 0.679, "homo_ev": -9.04, "lumo_ev": 0.3, "orbital_gap_ha": 0.345, "spin_multiplicity": 1, "charge": 0}

Entry 2:
{"formula": "C36H37NP2STc", "method": "ωB97M-V/def2-TZVPD", "elements": ["Tc", "S", "P", "P", "N", "C", "C", "C", "C", "C", "C", "C", "C", "C", "C", "C", "C", "C", "C", "C", "C", "C", "C", "C", "C", "C", "C", "C", "C", "C", "C", "C", "C", "C", "C", "C", "C", "C", "C", "C", "C", "H", "H", "H", "H", "H", "H", "H", "H", "H", "H", "H", "H", "H", "H", "H", "H", "H", "H", "H", "H", "H", "H", "H", "H", "H", "H", "H", "H", "H", "H", "H", "H", "H", "H", "H", "H", "H"], "positions_angstrom": [[-2.102, 2.485, -5.031], [-0.539, 1.926, -0.750], [-1.123, 3.211, -6.851], [-3.467, 1.556, -6.637], [-1.193, 1.690, -3.436], [1.625, 3.580, -6.489], [0.155, 3.750, -4.514], [0.636, -1.045, -1.163], [-1.145, 6.842, -8.597], [-0.305, 5.230, -10.229], [-6.148, -0.665, -4.532], [-5.303, 3.782, -9.682], [-0.592, 4.187, -9.332], [-1.411, 5.809, -7.707], [0.067, -1.872, -4.709], [1.152, -0.005, -2.154], [-1.129, 4.489, -8.070], [-4.408, 0.102, -6.042], [2.727, 3.676, -5.647], [1.275, 3.680, -3.686], [-5.684, -1.982, -4.676], [2.538, 3.706, -4.261], [-5.550, 0.349, -5.259], [0.358, 3.607, -5.891], [-4.691, -2.257, -5.618], [-0.427, -2.032, -1.670], [-5.975, 1.571, -8.165], [-1.112, -1.357, -3.960], [-1.310, -1.391, -2.634], [-6.869, 2.059, -9.121], [-0.580, 6.550, -9.852], [-0.970, 1.790, -2.243], [1.702, -0.298, -3.361], [-6.544, 3.172, -9.903], [1.486, -1.566, -4.166], [-4.056, -1.231, -6.317], [-3.793, 2.527, -3.739], [-0.960, 1.602, -7.715], [-2.133, 0.895, -7.688], [-4.430, 3.303, -8.698], [-4.732, 2.191, -7.895], [1.691, 3.462, -7.590], [0.042, -2.951, -4.939], [-3.320, -1.455, -7.087], [1.908, -2.437, -3.626], [-1.343, 7.882, -8.330], [-5.026, 4.640, -10.301], [-4.734, 2.565, -4.295], [0.019, -2.948, -2.082], [0.208, -0.460, -0.340], [-1.818, 6.003, -6.710], [1.498, -1.620, -0.755], [1.170, 3.627, -2.616], [-0.043, 1.340, -8.214], [-6.126, -2.790, -4.084], [-3.767, 3.289, -2.948], [-5.983, 1.354, -5.236], [2.618, 0.228, -3.674], [0.146, 4.985, -11.199], [1.515, 0.931, -1.656], [3.706, 3.725, -6.128], [-2.385, 0.040, -8.303], [-7.228, 3.543, -10.674], [2.106, -1.461, -5.091], [-3.485, 3.829, -8.545], [-6.278, 0.688, -7.615], [-0.348, 7.367, -10.569], [-7.829, 1.572, -9.280], [3.429, 3.755, -3.656], [-2.069, -0.730, -2.183], [-6.974, -0.442, -3.862], [-0.366, 3.158, -9.592], [-1.728, -0.666, -4.529], [-3.753, 1.543, -3.241], [-1.053, -2.324, -0.824], [-4.397, -3.301, -5.816], [-0.005, -1.431, -5.719], [-0.887, 3.985, -4.171]], "atomic_forces_ev_per_a": [[0.5, -1.8, 6.0], [-1.0, 0.6, -0.1], [2.1, 1.6, -3.1], [-3.2, -1.8, -2.8], [-1.1, 0.4, 0.2], [-0.4, -0.5, 0.1], [0.3, 0.1, -0.7], [-0.3, 0.5, 0.0], [0.2, -0.1, -0.4], [-0.1, -0.3, 0.4], [0.1, -0.5, -0.2], [-0.1, -0.1, -0.1], [0.0, 0.6, 0.0], [-0.1, 0.1, 0.3], [0.2, -0.5, -0.9], [2.8, -0.7, -0.4], [0.0, 0.3, -1.1], [0.0, -0.3, 0.1], [-0.3, 0.2, -0.8], [-0.2, 0.4, 0.0], [0.0, 0.2, -0.1], [0.1, -0.1, -0.4], [0.3, 0.4, 0.2], [-0.3, -0.3, -0.3], [0.0, -0.6, -0.1], [0.3, -0.9, 0.7], [0.1, -0.3, 0.6], [-0.2, 0.6, 1.2], [-0.7, 1.0, -1.4], [0.3, 0.3, -0.2], [0.1, 0.2, -0.4], [0.1, 0.0, -0.7], [0.0, -0.4, 1.0], [0.5, -0.2, 0.4], [0.7, 0.1, -0.6], [0.0, 0.5, 0.3], [-0.9, -0.3, -0.1], [-2.0, -0.3, 0.8], [1.2, 1.1, -0.1], [0.3, 0.4, 0.1], [-0.2, 0.7, -0.5], [0.2, 0.2, 0.9], [-0.2, 0.2, 0.4], [0.1, -0.1, 0.4], [-0.3, 0.4, -0.1], [0.0, -0.4, 0.0], [0.1, -0.3, 0.3], [0.3, 0.4, 0.2], [0.0, 0.3, 0.1], [0.1, -0.4, 0.1], [0.1, 0.2, -0.4], [-0.4, 0.5, -0.3], [0.0, 0.3, 0.2], [0.1, -0.2, -0.3], [0.2, 0.3, -0.3], [0.4, 0.1, -0.5], [0.2, -0.3, 0.2], [-0.9, 0.6, -0.1], [-0.3, 0.3, 0.5], [-0.1, -1.1, -0.6], [-0.1, 0.0, 0.5], [0.5, -0.2, 0.0], [0.3, -0.1, 0.4], [-0.2, -0.3, 0.8], [-0.3, -0.1, -0.2], [0.1, 0.1, 0.0], [-0.2, -0.6, 0.7], [0.3, -0.1, 0.2], [0.0, -0.1, 0.3], [0.0, -0.5, -0.4], [0.1, 0.0, -0.2], [0.0, 0.2, -0.2], [-0.3, -0.2, 0.0], [0.1, 0.3, -0.3], [0.3, -0.3, 0.1], [-0.2, 0.7, 0.1], [0.1, 0.0, 0.3], [1.0, 0.2, 0.4]], "mulliken_charge": [-0.577, -0.127, 1.658, 0.773, -0.667, -0.676, -0.851, -0.671, -0.847, -0.829, -0.993, -0.858, -0.227, -0.323, -0.926, -0.633, 0.372, 1.572, -0.704, -0.643, -0.607, -0.782, -0.303, 0.691, -0.596, -0.961, -0.505, 0.272, -0.438, -0.877, -0.429, 0.402, -0.459, -0.522, -0.863, -0.682, -1.107, -0.463, -1.033, 0.058, 0.746, 0.444, 0.338, 0.241, 0.384, 0.445, 0.455, 0.371, 0.364, 0.127, 0.401, 0.340, 0.580, 0.759, 0.448, 0.496, 0.685, 0.433, 0.435, 0.887, 0.443, 0.827, 0.404, 0.428, 0.125, 0.368, 0.406, 0.430, 0.466, 0.525, 0.450, 0.510, 0.121, 0.315, 0.419, 0.422, 0.178, 1.165], "relative_energy_ev": 0.976, "homo_ev": [-13.11, -13.09], "lumo_ev": [-7.8, -8.6], "orbital_gap_ha": [0.196, 0.163], "spin_multiplicity": 4, "charge": 2}

Entry 3:
{"formula": "C11H12N4O4", "method": "ωB97M-V/def2-TZVPD", "elements": ["O", "O", "O", "O", "N", "N", "N", "N", "C", "C", "C", "C", "C", "C", "C", "C", "C", "C", "C", "H", "H", "H", "H", "H", "H", "H", "H", "H", "H", "H", "H"], "positions_angstrom": [[0.993, -1.716, -1.779], [3.773, -0.746, 1.745], [-0.806, -0.672, 1.654], [2.354, -2.843, 2.558], [0.097, 0.341, -0.209], [1.602, -0.631, -1.937], [1.179, 0.420, -1.164], [2.496, -0.267, 1.366], [0.330, -3.443, 1.470], [1.411, -1.042, 1.394], [-3.512, 2.208, -1.115], [2.019, 1.634, -1.150], [-1.701, 1.808, 0.367], [1.400, -2.447, 1.905], [0.188, -0.418, 0.980], [-1.685, 0.793, -1.804], [-2.891, 1.428, -2.119], [-2.926, 2.389, 0.098], [-1.094, 0.996, -0.544], [-4.514, 2.634, -1.235], [2.766, 1.649, -0.355], [-3.366, 2.934, 0.890], [2.533, 1.753, -2.129], [0.678, -4.498, 1.580], [1.406, 2.502, -1.000], [-0.576, -3.313, 2.046], [-3.342, 1.313, -3.099], [0.024, -3.325, 0.396], [-1.256, 0.122, -2.518], [-1.259, 1.950, 1.339], [3.681, -1.514, 2.368]], "atomic_forces_ev_per_a": [[1.4, 3.2, -0.2], [-2.1, 0.3, 0.3], [0.7, 0.6, -0.6], [-0.3, 0.5, -0.1], [2.4, -1.0, 0.2], [-2.2, -1.6, 1.5], [-0.2, -0.7, 0.5], [-0.4, -2.1, 0.0], [0.0, -0.4, -1.0], [4.6, 1.0, 0.6], [-1.0, -0.2, -1.3], [0.5, -0.2, -0.8], [0.0, 0.3, 0.7], [0.4, -1.4, -0.3], [-2.7, 0.2, -0.9], [-0.7, 0.6, 0.2], [0.3, 0.3, 1.1], [1.0, -0.5, 0.2], [-0.7, -0.2, -1.5], [0.4, -0.1, -0.4], [-0.1, -0.5, 0.0], [-0.7, 0.6, 0.4], [-0.5, -0.4, 0.6], [0.0, 1.0, 0.2], [-0.6, 0.3, 0.0], [-0.2, 0.1, 0.2], [0.0, -0.1, 0.2], [0.4, 0.2, 0.9], [0.4, -0.3, -0.3], [0.2, 0.0, 0.1], [-0.5, 0.3, -0.7]], "mulliken_charge": [-0.343, -0.430, -0.587, -0.633, 0.436, -0.302, 0.518, -0.226, -1.152, -0.096, -0.369, -0.762, -0.016, 0.948, 0.539, -0.223, -0.684, -0.756, -0.019, 0.344, 0.276, 0.409, 0.305, 0.371, 0.286, 0.317, 0.387, 0.253, 0.432, 0.378, 0.400], "relative_energy_ev": 3.578, "homo_ev": -9.27, "lumo_ev": -0.8, "orbital_gap_ha": 0.313, "spin_multiplicity": 1, "charge": 0}

Entry 4:
{"formula": "C5H38NO14", "method": "ωB97M-V/def2-TZVPD", "elements": ["O", "O", "O", "O", "O", "O", "O", "O", "O", "O", "O", "O", "O", "O", "N", "C", "C", "C", "C", "C", "H", "H", "H", "H", "H", "H", "H", "H", "H", "H", "H", "H", "H", "H", "H", "H", "H", "H", "H", "H", "H", "H", "H", "H", "H", "H", "H", "H", "H", "H", "H", "H", "H", "H", "H", "H", "H", "H"], "positions_angstrom": [[-2.730, 2.271, 2.837], [-0.887, 2.955, -2.727], [-1.003, 0.404, 4.005], [-1.314, -2.830, 0.475], [1.837, 3.671, -2.842], [0.046, 0.494, -3.476], [2.245, 1.104, -2.136], [-1.334, 2.348, -0.047], [-1.428, -1.346, -1.902], [-3.162, -0.418, 2.510], [3.204, -1.430, -1.359], [1.074, 1.131, 0.264], [-2.957, 0.047, -0.237], [-0.891, -3.918, -1.150], [0.967, -1.340, -0.306], [1.754, -1.257, 2.038], [2.582, -0.031, 1.669], [1.752, 1.230, 1.535], [0.561, -1.454, 1.122], [-0.163, -2.766, 1.318], [-1.520, 3.338, -3.379], [1.898, 1.265, -1.223], [3.101, -0.205, 0.728], [-0.149, -0.656, 1.275], [-1.959, 2.002, 3.369], [-1.933, 1.541, -0.179], [-3.830, 0.117, -0.645], [0.845, 3.605, -2.768], [2.350, 2.133, 1.556], [-0.682, 2.042, -3.032], [-0.882, -0.846, -2.571], [-2.395, 2.522, 1.971], [-1.261, 2.798, -0.928], [-1.290, 0.399, 4.919], [0.904, 0.732, -3.038], [1.364, -1.180, 3.050], [-1.321, -3.867, -0.265], [-2.029, -2.307, 0.816], [2.413, 2.025, -2.468], [2.390, -2.126, 2.030], [-1.225, -4.693, -1.617], [0.440, -3.597, 1.013], [1.257, -0.377, -0.493], [3.368, 0.143, 2.404], [-2.408, -0.508, -0.849], [1.772, -1.901, -0.534], [1.007, 1.309, 2.314], [-1.245, -2.291, -1.962], [-3.053, -0.345, 1.527], [3.869, -1.871, -1.912], [2.071, 4.507, -2.439], [3.079, -0.517, -1.746], [-1.740, -0.021, 3.489], [0.205, -1.584, -0.935], [0.238, 0.376, -4.408], [0.190, 1.622, 0.262], [-0.425, -2.886, 2.353], [-3.568, 0.433, 2.726]], "atomic_forces_ev_per_a": [[-0.1, 0.2, 0.2], [-0.6, 0.4, -0.7], [-0.2, -0.3, -0.6], [-0.3, 3.2, 4.5], [-1.1, -0.3, 0.0], [-0.2, 0.0, 0.3], [0.1, 0.4, 0.1], [-0.5, -1.0, -0.5], [0.8, 1.4, -0.9], [0.1, -0.5, -1.0], [0.9, 0.6, -1.1], [-0.8, 1.4, 0.1], [0.2, -0.1, -0.2], [0.7, -2.9, -4.0], [-0.5, -0.6, 0.4], [-0.2, 0.2, 0.0], [0.2, 0.4, 0.4], [-0.1, -0.2, -0.4], [-0.1, -0.2, -0.2], [-0.2, 0.5, 0.0], [0.7, -0.4, 0.7], [0.1, 0.2, -0.2], [0.1, 0.0, -0.1], [-0.3, 0.3, 0.2], [-0.1, 0.0, -0.3], [0.7, 1.3, 0.1], [0.1, 0.0, 0.1], [0.9, 0.1, -0.1], [0.3, 0.1, -0.1], [-0.2, 0.2, -0.2], [-0.8, -0.5, 0.4], [0.2, 0.1, 0.0], [-0.2, -0.5, 0.7], [0.0, -0.1, 0.3], [0.1, -0.2, 0.0], [-0.1, 0.2, 0.2], [-0.1, -0.8, -1.1], [-0.7, 0.5, 0.7], [0.0, -0.3, 0.1], [0.3, -0.5, -0.1], [0.4, -0.1, -0.2], [0.5, -0.5, -0.1], [-0.4, 0.0, 0.3], [-0.1, -0.1, 0.1], [-0.2, 0.0, 0.0], [0.5, -0.6, -0.2], [-0.3, -0.1, 0.4], [-0.1, -0.9, 0.1], [-0.2, 0.0, 0.9], [-0.2, 0.2, 0.2], [0.2, 0.2, 0.1], [0.3, -0.9, 0.2], [0.4, 0.2, 0.4], [-0.4, 0.0, 0.0], [0.0, -0.1, -0.3], [0.7, -0.2, -0.1], [-0.1, 0.0, 0.5], [0.1, 0.3, 0.1]], "mulliken_charge": [-0.710, -0.758, -0.625, -0.527, -0.700, -0.820, -0.789, -0.787, -0.812, -0.758, -0.657, -0.765, -0.674, -0.671, 0.602, -0.991, -0.557, -0.441, 0.559, -1.068, 0.299, 0.448, 0.177, -0.015, 0.372, 0.436, 0.250, 0.407, 0.462, 0.396, 0.374, 0.329, 0.363, 0.265, 0.447, 0.431, 0.378, 0.256, 0.422, 0.407, 0.244, 0.358, 0.039, 0.490, 0.427, 0.572, 0.265, 0.361, 0.357, 0.295, 0.324, 0.332, 0.464, 0.069, 0.270, 0.336, 0.473, 0.371], "relative_energy_ev": 1.990, "homo_ev": -13.19, "lumo_ev": -2.4, "orbital_gap_ha": 0.396, "spin_multiplicity": 1, "charge": 1}